The following is a quantum chemistry calculation of a molecular structure, C20H20BrClF2N10S2Sm, from the OMol25 dataset.

Last column: Löwdin charge in e.
Atoms and positions in Å:
Sm -0.51 0.96 -0.33  1.500
C -4.60 -2.18 2.47  -0.374
S -4.53 -1.35 0.87  0.849
C -3.19 -0.23 1.07  -1.171
S -3.23 1.06 -0.08  0.481
N -2.27 -0.54 1.96  -0.065
N -1.17 0.33 1.99  -0.159
C -0.63 0.48 3.13  -0.054
C 0.62 1.23 3.46  -0.201
C 1.00 1.42 4.72  0.025
C 2.28 2.10 5.06  -0.034
C 2.96 2.73 4.10  -0.015
C 2.54 2.55 2.67  -0.189
N 1.39 1.65 2.32  -0.004
H -3.74 -2.78 2.63  0.017
H -5.45 -2.85 2.36  0.038
H -4.66 -1.50 3.30  0.036
H -1.08 0.03 4.00  0.129
H 0.45 1.05 5.56  0.116
H 2.50 2.21 6.08  0.094
H 3.84 3.29 4.33  0.118
H 2.41 3.53 2.23  0.146
Cl 1.84 -2.29 -4.93  0.746
C 0.64 -1.16 -4.46  -0.660
C -0.60 -1.09 -5.09  -0.066
C -1.52 -0.18 -4.62  -0.021
C -1.23 0.57 -3.44  -0.148
N -0.05 0.47 -2.82  -0.058
C 0.82 -0.40 -3.33  -0.184
H -0.72 -1.76 -5.97  0.134
H -2.46 0.04 -5.17  0.131
H -1.91 1.32 -3.04  0.099
H 1.78 -0.53 -2.85  0.089
N 2.96 1.48 -1.55  0.172
N 2.95 1.38 -0.14  -0.312
N 3.81 2.03 0.51  0.180
C 3.45 1.61 1.88  -0.186
N 2.31 0.65 1.75  0.010
N 2.03 0.65 0.37  -0.028
H 3.88 1.90 -1.71  0.119
H 2.33 2.27 -1.74  0.087
H 4.34 1.22 2.36  0.146
F 0.30 3.54 -2.45  -0.079
C -0.49 3.18 -1.38  -0.354
F 0.47 3.31 -0.24  -0.225
H -1.19 3.96 -1.29  0.064
Br 1.40 -5.41 -0.70  0.764
C 0.16 -4.02 -1.07  -0.618
C -1.04 -4.24 -1.81  -0.077
C -1.94 -3.21 -1.94  -0.044
C -1.67 -1.94 -1.46  -0.167
N -0.54 -1.71 -0.75  -0.034
C 0.34 -2.68 -0.59  -0.165
H -1.32 -5.21 -2.20  0.115
H -2.91 -3.41 -2.42  0.131
H -2.36 -1.13 -1.55  0.047
H 1.22 -2.42 -0.01  0.104

As for the molar mass: 768.3 g/mol. As for the expectation value of S²: 8.767. The spin multiplicity is 6. As for the energy relative to the best compared isomer or geometry (same formula, charge and spin): 400.9 kJ/mol. The charge is +1. The HOMO energy (spin up / spin down) is -10.8 / -10.8 eV.